[1]
Entry from the Open Molecules 2025 dataset: a cluster of 2 separate species, C2H7O2PS2 in total in a non-equilibrium geometry (ωB97M-V/def2-TZVPD).

- gap between HOMO and LUMO (alpha / beta) (eV) = 6.92 / 6.03
- highest occupied orbital energy (alpha / beta) (eV) = -8.38 / -7.89

```
14
Properties=species:S:1:pos:R:3:lowdin_charge:R:1
H 1.2436 -1.6784 0.4063 0.0627
O -0.4686 3.0753 -2.2573 -0.4508
H -0.2618 -2.6443 0.4737 0.1060
S 0.0730 1.2615 0.3508 0.3537
C 0.5356 -2.1173 1.0723 -0.0871
S -0.7914 0.5107 -3.6651 0.3495
H 0.3714 2.9142 -1.7815 0.0230
H 1.0133 -2.6908 1.7689 0.0476
H -1.4960 -0.3109 -2.8226 -0.1823
C 0.3549 0.1835 1.9310 -0.5423
H 1.3778 0.2304 2.0738 0.0289
H -0.3747 0.6082 2.6760 0.0818
O -0.1607 -1.1657 1.9271 -0.2712
P -1.4165 1.8236 -2.1535 0.4806
```

---

[2]
Entry from the Open Molecules 2025 dataset: a cluster of 2 separate species, C2H7O3P in total in a non-equilibrium geometry (ωB97M-V/def2-TZVPD).

- gap between HOMO and LUMO (alpha / beta) (eV) = 9.88 / 6.38
- highest occupied orbital energy (alpha / beta) (eV) = -9.98 / -7.22

```
13
Properties=species:S:1:pos:R:3:lowdin_charge:R:1
H 0.7610 0.8781 -1.3800 0.0181
C -0.0745 0.1959 1.4588 -0.1657
O 0.7531 -2.3576 0.2218 -0.3633
H -3.5141 0.5711 -0.9985 0.0785
H 0.7372 0.8489 1.3310 0.0306
O -2.9043 0.5345 -0.2597 -0.1386
C 0.9370 -0.1303 -1.3094 -0.1981
H -0.1304 -0.2282 2.3963 0.0327
O -2.6654 -0.7941 -0.0207 -0.1966
P 0.2472 -0.9730 0.1030 0.7765
H -1.0199 0.5677 1.1645 0.0071
H 0.6771 -0.7880 -2.1626 0.0729
H 1.9933 -0.1687 -1.1340 0.0459
```

---

[3]
Entry from the Open Molecules 2025 dataset: a structure of composition C2H7O7P2ReSbSe4 in a non-equilibrium geometry (ωB97M-V/def2-TZVPD).

- 2S+1 = 2
- gap between HOMO and LUMO (alpha / beta) (eV) = 5.27 / 5.64
- highest occupied orbital energy (alpha / beta) (eV) = -7.35 / -7.35

```
24
Properties=species:S:1:pos:R:3:lowdin_charge:R:1
O 0.6129 -2.6571 1.4222 -0.0613
H -2.6559 -0.9184 0.5495 0.0921
H 0.9984 -2.6029 2.2973 0.1056
O -1.0927 0.7085 -0.8013 -0.4422
Se 2.2521 3.4191 -5.2750 -0.1270
H -0.4677 -2.7089 -0.7788 0.1298
C -0.8644 -0.3288 1.6146 -0.5778
O -1.9025 2.1280 1.2215 -0.0677
O 1.7056 -0.5106 0.5107 -0.3771
O -0.1015 -1.8183 -0.7415 -0.1489
H -1.9301 3.0482 0.9515 0.1067
P 0.4041 -1.2818 0.6641 0.4660
Se 0.6818 0.1763 -3.2531 0.1741
Re 0.8958 0.5304 -1.0297 0.6538
Se 4.4615 -0.0564 -4.9299 -0.1228
O -0.2710 -0.2850 2.8968 -0.0276
P -0.7556 1.2274 0.6186 0.3197
O 0.6114 1.8781 0.6298 -0.3680
C -2.2524 -0.9508 1.5611 -0.0416
Sb 2.7807 1.4114 -4.1361 -0.2486
H -0.7628 0.3242 3.4644 0.1212
H -2.9232 -0.3838 2.2075 0.0958
H -2.2193 -1.9849 1.9046 0.0931
Se 2.7947 1.6363 -1.5688 0.2527
```